P.
Here is a cluster of 2 separate species, CH8NO2 in total from the Open Molecules 2025 dataset. Energies are from ωB97M-V with the def2-TZVPD basis set.

Output
charge = +1
multiplicity = 1
orbital gap = 12.22 eV

Geometry (Å):
O: 0.46199 -1.69310 -1.32934
H: -0.73039 -0.37906 -0.63484
H: 1.17862 -1.75293 -1.96105
H: 0.56578 -2.36467 -0.64584
N: -1.11632 0.38652 -0.04296
C: 0.07656 1.02931 0.66108
O: 1.02215 0.09866 0.95808
H: -1.53610 1.08029 -0.65276
H: -1.78383 0.01854 0.63395
H: -0.28447 1.46547 1.59809
H: 0.36979 1.78219 -0.07321
H: 1.77621 0.32877 1.48880

natural (NBO) population analysis, charges in e, atoms 1 to 2: O -0.979; H 0.487

---

Q.
Here is a cluster of 2 separate species, CH8NO2 in total from the Open Molecules 2025 dataset. Energies are from ωB97M-V with the def2-TZVPD basis set.

Output
charge = +1
multiplicity = 1
orbital gap = 12.59 eV

Geometry (Å):
O: 1.12928 1.57194 -1.63163
H: 0.78645 0.85228 -0.06330
H: 0.57918 1.44366 -2.39321
H: 1.23176 2.52486 -1.60127
N: 0.51447 0.12699 0.63769
C: -0.45663 -0.98415 0.16868
O: -1.42413 -1.04238 1.13700
H: 1.31902 -0.35934 1.02808
H: 0.14935 0.70019 1.39809
H: 0.23352 -1.82761 0.13586
H: -0.80510 -0.68830 -0.82378
H: -2.10237 -1.68248 0.90967

natural (NBO) population analysis, charges in e, atoms 1 to 2: O -0.955; H 0.476

---

Of them, the most stable is Q and the least stable is P.

---

P.
Here is a cluster of 3 separate species, C2H2ClN3 in total from the Open Molecules 2025 dataset. Energies are from ωB97M-V with the def2-TZVPD basis set.

Output
multiplicity = 1
orbital gap = 10.44 eV

Geometry (Å):
C: 0.56344 0.37577 -1.44325
C: 0.43898 0.96191 -0.15248
N: 0.88046 0.14373 -2.50374
N: -2.00908 -2.47473 1.04429
N: -1.82170 -1.46286 1.42052
Cl: 1.92531 0.24683 1.02123
H: 0.41644 2.01915 -0.13494
H: -0.39385 0.19019 0.74838

natural (NBO) population analysis, charges in e, atoms 1 to 2: C 0.192; C -0.388

---

Q.
Here is the molecule C2H2ClN3 from the Open Molecules 2025 dataset. Energies are from ωB97M-V with the def2-TZVPD basis set.

Output
multiplicity = 1
orbital gap = 7.86 eV

Geometry (Å):
C: -0.66455 1.03863 0.00293
C: -0.74423 -1.20307 0.01171
N: -1.28487 -0.10505 -0.00126
N: 0.66085 1.02142 -0.05757
N: 1.18179 -0.11052 0.10224
Cl: 2.88856 -0.36922 0.00660
H: -1.12333 1.94582 0.09789
H: -0.91422 -2.21803 -0.16253

natural (NBO) population analysis, charges in e, atoms 1 to 2: C -0.014; C 0.229

---

Of them, the most stable is P and the least stable is Q.

---

P.
Here is a cluster of 2 separate species, C7H14O in total from the Open Molecules 2025 dataset. Energies are from ωB97M-V with the def2-TZVPD basis set.

Output
multiplicity = 1
SMILES = C=C(C)/C(C)=C/C.O
orbital gap = 8.79 eV

Geometry (Å):
C: 1.63044 1.32769 1.19526
C: 0.34866 0.99234 1.12698
C: -0.63184 1.30671 2.21695
C: 0.02662 -0.16543 0.19982
C: 1.04641 -0.57207 -0.81129
C: -1.10211 -0.89644 0.28673
C: -1.39660 -2.23364 -0.32439
H: 2.44106 1.13810 0.49313
H: 2.08966 1.79200 2.07688
H: -0.38749 0.67669 3.05500
H: -0.66076 2.35434 2.49593
H: -1.65956 1.09621 1.94259
H: 1.88426 -1.13206 -0.37655
H: 0.84983 -1.22899 -1.65469
H: 1.39053 0.39581 -1.14661
H: -1.96270 -0.53711 0.83402
H: -0.79349 -2.39740 -1.22095
H: -1.28461 -2.97317 0.44619
H: -2.45299 -2.24511 -0.59625
O: 0.41558 1.06654 -3.06022
H: 0.02678 1.87008 -3.47703
H: 0.18231 0.36492 -3.70150

natural (NBO) population analysis, charges in e, atoms 1 to 2: C -0.399; C -0.010

---

Q.
Here is the molecule C7H14O from the Open Molecules 2025 dataset. Energies are from ωB97M-V with the def2-TZVPD basis set.

Output
multiplicity = 1
SMILES = C=C(C)CCCCO
orbital gap = 10.10 eV

Geometry (Å):
C: 2.47204 -1.65794 0.19765
C: 1.16215 -1.77711 0.39524
C: 0.46234 -3.07882 0.13844
C: 0.39442 -0.56780 0.92432
C: 0.55914 0.73736 0.23926
C: -0.61154 1.78314 0.30061
C: -1.37794 1.73975 -1.03107
O: -2.63307 2.41884 -0.97398
H: 3.03947 -0.75608 -0.02788
H: 3.13002 -2.48416 -0.05759
H: 0.25231 -3.27840 -0.90586
H: 0.93000 -3.87311 0.71828
H: -0.56894 -3.08358 0.54155
H: 0.69394 -0.47227 1.96980
H: -0.67414 -0.84678 0.95423
H: 0.72893 0.55531 -0.83640
H: 1.44499 1.23887 0.64338
H: -0.07453 2.72692 0.43556
H: -1.11498 1.61289 1.24900
H: -1.68060 0.71557 -1.24018
H: -0.69276 2.11134 -1.80426
H: -2.40316 3.30413 -0.67954

natural (NBO) population analysis, charges in e, atoms 1 to 2: C -0.425; C 0.039

---

Of them, the most stable is Q and the least stable is P.